# 1
6 unconnected molecules or ions with the total composition C52H108F6N4O4 in a non-equilibrium geometry. Source: the OMol25 dataset; level of theory: wB97M-V/def2-TZVPD.

Summary:
Calculated total energy   -3164.5698 a.u.
Relative energy (zero: lowest compared OMol25 entry of this formula, charge and spin)   31.5 kcal per mole
Total charge   +2
Frontier orbital gap   4.97 eV
LUMO level   -3.465 eV

Last column: Löwdin charge in e.
CARTESIAN COORDINATES (ANGSTROEM)
C  -3.39110  5.01619  -6.25871  -0.09
C  -2.75204  3.76907  -6.85457  -0.26
C  -1.24026  3.74879  -6.81758  -0.16
C  -0.75469  2.49569  -7.60562  -0.11
N  0.74192  2.58008  -7.89226  -0.22
C  1.04514  1.37132  -8.75514  -0.09
C  2.35258  1.73019  -9.45235  -0.15
C  2.43434  3.26368  -9.46104  -0.13
C  1.13289  3.75056  -8.76244  -0.09
C  1.50536  2.72814  -6.56746  -0.09
C  1.11775  1.72894  -5.50071  -0.22
C  1.96774  1.94234  -4.22532  -0.06
H  -3.33960  5.84387  -6.96442  0.08
H  -2.87317  5.27840  -5.33132  0.06
H  -4.41946  4.88904  -5.92298  0.08
H  -2.99450  3.75007  -7.92249  0.11
H  -3.22742  2.89245  -6.40912  0.12
H  -0.78651  3.60566  -5.83675  0.10
H  -0.79807  4.63559  -7.27262  0.12
H  -1.28022  2.32230  -8.54323  0.13
H  -0.81256  1.57244  -7.03159  0.12
H  1.13649  0.48652  -8.13042  0.13
H  0.30099  1.25711  -9.53752  0.14
H  3.26892  1.32291  -9.01986  0.11
H  2.33702  1.14172  -10.37348  0.12
H  3.32502  3.60796  -8.93905  0.11
H  2.45933  3.73822  -10.44126  0.12
H  1.30071  4.75328  -8.38090  0.14
H  0.35706  3.79477  -9.52818  0.14
H  1.45261  3.75886  -6.22331  0.14
H  2.53245  2.59719  -6.91523  0.14
H  1.33023  0.70587  -5.82023  0.11
H  0.08848  1.77071  -5.14702  0.10
H  1.48517  1.43581  -3.39248  0.06
H  2.07270  3.00852  -4.04123  0.07
H  2.92504  1.44059  -4.36960  0.08
C  1.80920  0.32676  9.73196  -0.09
C  1.63662  1.30473  8.61162  -0.26
C  1.08282  0.83435  7.26910  -0.19
C  2.16636  0.03085  6.54512  -0.13
N  1.83608  -0.51831  5.18823  -0.20
C  2.98257  -1.28885  4.50365  -0.06
C  3.87166  -0.20673  3.87116  -0.11
C  3.01313  1.06914  3.78154  -0.13
C  1.65960  0.57808  4.15997  -0.13
C  0.58494  -1.38788  5.28263  -0.10
C  0.60526  -2.42244  6.43521  -0.21
C  -0.70403  -3.20928  6.38695  -0.08
H  0.85696  0.02518  10.17269  0.08
H  2.32712  0.83047  10.54730  0.09
H  2.32807  -0.57156  9.39630  0.07
H  2.55841  1.80673  8.29649  0.12
H  0.99612  2.14672  8.88937  0.12
H  0.76319  1.66223  6.62919  0.11
H  0.13609  0.28493  7.31177  0.11
H  2.53929  -0.75501  7.20253  0.12
H  3.04432  0.67776  6.46834  0.14
H  2.56279  -1.91059  3.71829  0.10
H  3.46092  -1.84249  5.30853  0.13
H  4.18546  -0.48799  2.86384  0.11
H  4.85710  -0.05348  4.31251  0.12
H  2.86122  1.39780  2.74538  0.12
H  3.37219  2.02912  4.15149  0.13
H  1.03044  0.17060  3.36412  0.11
H  1.09185  1.39815  4.60758  0.12
H  0.55212  -1.82323  4.28675  0.13
H  -0.20992  -0.71817  5.60032  0.12
H  0.65682  -1.94931  7.41656  0.10
H  1.46393  -3.09554  6.46449  0.11
H  -0.61833  -4.27447  6.18474  0.08
H  -1.44822  -2.74270  5.73443  0.07
H  -1.26140  -3.16387  7.32707  0.08
C  2.62728  -4.65511  3.23713  -0.10
C  3.34028  -4.11911  1.97980  -0.23
C  2.88521  -4.83229  0.69765  -0.19
C  1.42806  -4.73797  0.31646  -0.11
N  1.24493  -5.06003  -1.15060  -0.20
C  -0.22059  -5.11664  -1.48535  -0.07
C  -0.27682  -4.77719  -2.98751  -0.13
C  0.78533  -3.65768  -3.10995  -0.12
C  1.81068  -3.92526  -1.98210  -0.09
C  2.00643  -6.30949  -1.63111  -0.11
C  1.44501  -7.57778  -1.00217  -0.24
C  2.39053  -8.76528  -1.20101  -0.07
H  1.62761  -4.22179  3.27064  0.07
H  3.19641  -4.36668  4.12275  0.06
H  2.63287  -5.74622  3.23700  0.08
H  4.42283  -4.15804  2.08659  0.12
H  3.06483  -3.06086  1.93228  0.08
H  3.28840  -5.84730  0.75747  0.12
H  3.50624  -4.32811  -0.04961  0.12
H  1.18326  -3.67463  0.43606  0.13
H  0.68007  -5.27889  0.89290  0.14
H  -0.57933  -6.10854  -1.23225  0.12
H  -0.66277  -4.33444  -0.86920  0.13
H  0.17266  -5.57534  -3.58866  0.10
H  -1.28303  -4.66764  -3.38174  0.12
H  1.14831  -3.44502  -4.11053  0.12
H  0.11319  -2.83962  -2.84606  0.07
H  2.81267  -4.05768  -2.38680  0.14
H  1.93070  -2.99888  -1.42172  0.10
H  3.04166  -6.18504  -1.33425  0.12
H  1.82184  -6.40534  -2.69936  0.13
H  0.44145  -7.85883  -1.31775  0.11
H  1.37366  -7.28825  0.05392  0.11
H  2.41898  -8.91701  -2.28283  0.08
H  1.88737  -9.65018  -0.81732  0.08
H  3.36558  -8.55298  -0.77242  0.08
C  -2.95741  -2.55564  1.15715  -0.08
C  -2.67900  -1.69712  2.39707  -0.25
C  -3.38194  -0.33510  2.35614  -0.17
C  -3.11262  0.43885  3.61995  -0.12
N  -3.50821  1.90293  3.56207  -0.21
C  -3.29614  2.50993  4.93259  -0.08
C  -4.42024  3.58834  5.09821  -0.12
C  -5.30604  3.53000  3.85369  -0.13
C  -4.98285  2.17283  3.24409  -0.08
C  -2.62391  2.70707  2.60082  -0.11
C  -1.11799  2.51395  2.59154  -0.24
C  -0.43580  3.28483  1.50834  -0.08
H  -3.94839  -2.26473  0.80467  0.08
H  -2.82497  -3.61857  1.33765  0.08
H  -2.21809  -2.18688  0.44215  0.04
H  -1.59082  -1.72696  2.49615  0.09
H  -3.09647  -2.26069  3.23982  0.11
H  -4.46970  -0.47051  2.42315  0.12
H  -3.32065  0.17238  1.39055  0.12
H  -2.04456  0.45796  3.83855  0.12
H  -3.72529  0.09241  4.45059  0.14
H  -2.30992  2.94791  5.03316  0.12
H  -3.55980  1.74031  5.65289  0.12
H  -4.05070  4.59995  5.24869  0.12
H  -4.99081  3.29104  5.97796  0.11
H  -4.83669  4.20116  3.12865  0.11
H  -6.34391  3.83130  3.94100  0.13
H  -5.07934  2.19188  2.16114  0.14
H  -5.55020  1.36083  3.70064  0.14
H  -2.86604  3.75773  2.76208  0.14
H  -2.95885  2.47646  1.58785  0.11
H  -0.85103  1.48941  2.30217  0.10
H  -0.77816  2.81851  3.58640  0.10
H  -0.86101  3.11205  0.51603  0.06
H  0.63476  3.10335  1.43474  0.08
H  -0.60121  4.35983  1.63077  0.10
C  0.80185  -0.45593  0.03485  -0.45
O  0.08377  -1.17881  -1.00493  -0.14
O  0.66205  -1.09900  1.21798  -0.21
C  2.29806  -0.30266  -0.46620  -0.51
F  2.79049  0.94272  -0.34095  0.13
F  3.15775  -1.09683  0.22665  0.10
F  2.40580  -0.65441  -1.77439  0.10
C  -1.03990  -0.51627  -1.49957  -0.27
C  -1.96248  -1.54159  -2.23456  -0.07
H  -1.71689  -1.71799  -3.28303  0.07
H  -1.97630  -2.53028  -1.77124  0.05
H  -2.99085  -1.18746  -2.14961  0.07
H  -0.83806  0.27360  -2.22827  0.11
H  -1.73534  -0.20803  -0.71088  0.10
H  0.37853  0.55680  0.08074  0.13
C  -1.15750  5.76651  -2.16854  -0.53
O  -1.83704  4.62762  -1.52249  -0.12
O  -1.65661  6.90937  -1.71996  -0.18
C  0.38556  5.58650  -2.14595  -0.53
F  0.78016  4.71642  -3.12019  0.08
F  1.09134  6.71153  -2.28751  0.15
F  0.70853  5.15157  -0.89392  0.10
C  -1.68161  3.37097  -2.14682  -0.31
C  -2.88005  2.57490  -1.63504  -0.08
H  -3.80866  3.06720  -1.92134  0.08
H  -2.96791  1.58228  -2.09797  0.05
H  -2.87813  2.33891  -0.56885  0.04
H  -0.74905  2.84715  -1.90379  0.10
H  -1.82609  3.44474  -3.23191  0.10
H  -1.50033  5.69805  -3.22151  0.11

Atoms 1-2, force components in eV/Å:
C 0.375 0.190 0.702
C -0.734 0.408 -0.443

# 2
7 unconnected molecules or ions with the total composition C52H108N7O7 in a non-equilibrium geometry. Source: the OMol25 dataset; level of theory: wB97M-V/def2-TZVPD.

Summary:
Calculated total energy   -2953.6591 a.u.
Relative energy (zero: lowest compared OMol25 entry of this formula, charge and spin)   64.7 kcal per mole
Total charge   +5
Frontier orbital gap   5.71 eV
LUMO level   -13.184 eV

Last column: Löwdin charge in e.
CARTESIAN COORDINATES (ANGSTROEM)
N  -0.23133  0.00674  0.46462  -0.62
O  -0.66877  0.57228  1.52231  -0.10
O  -0.67970  -1.06201  0.07422  -0.04
O  0.59033  0.61156  -0.21619  -0.05
C  5.23842  -4.19769  -4.26342  0.00
C  4.19405  -4.38790  -3.13633  -0.45
C  4.39388  -3.19585  -2.20646  -0.14
C  3.21022  -2.76744  -1.34171  -0.16
C  1.95644  -2.59715  -2.23881  -0.10
C  1.62079  -3.95014  -2.97427  -0.35
N  2.87088  -4.30890  -3.85348  0.09
O  2.71570  -4.83103  -5.04196  0.21
C  0.46168  -3.74881  -4.08756  0.00
C  1.18550  -5.06227  -1.99104  0.00
C  4.33912  -5.67664  -2.34502  0.03
H  5.01537  -3.34953  -4.91178  0.10
H  5.16455  -5.08369  -4.89348  0.10
H  6.24326  -3.98862  -3.89943  0.11
H  4.69569  -2.33042  -2.79784  0.12
H  5.17781  -3.34662  -1.46405  0.14
H  3.47249  -1.76698  -0.99431  0.11
H  3.11690  -3.39051  -0.45301  0.10
H  2.09497  -1.79155  -2.96174  0.11
H  1.07226  -2.24852  -1.70187  0.11
H  0.77613  -2.83157  -4.58658  0.07
H  -0.50184  -3.52889  -3.62910  0.08
H  0.38275  -4.60491  -4.75359  0.09
H  0.20493  -4.67892  -1.70854  0.10
H  1.74657  -5.16697  -1.06126  0.07
H  1.14886  -6.12026  -2.25063  0.11
H  3.77693  -6.46284  -2.85076  0.11
H  3.79471  -5.54169  -1.41102  0.08
H  5.38436  -5.95111  -2.21713  0.13
C  0.24105  -4.81147  4.15221  0.02
C  -0.05498  -3.67233  3.14933  -0.39
C  -1.17472  -2.83880  3.87467  -0.13
C  -0.73662  -2.06270  5.10302  -0.17
C  0.46295  -1.17701  4.73072  -0.10
C  1.71578  -1.87222  4.06521  -0.40
N  1.13495  -2.77281  2.97970  0.14
O  1.74268  -2.92443  1.74726  0.13
C  2.40338  -2.69063  5.14975  0.02
C  2.53535  -0.77401  3.34972  -0.02
C  -0.61869  -4.21042  1.81650  -0.02
H  -0.32139  -5.67434  3.79254  0.11
H  0.13126  -4.71557  5.22920  0.10
H  1.22387  -5.20548  3.88307  0.10
H  -2.14963  -3.23630  4.15695  0.14
H  -1.47901  -1.96870  3.28515  0.10
H  -0.53679  -2.79014  5.89169  0.11
H  -1.56646  -1.46716  5.48318  0.13
H  0.85377  -0.64717  5.59973  0.14
H  0.06946  -0.44190  4.02628  0.10
H  2.96046  -1.94188  5.71335  0.12
H  3.09859  -3.46446  4.82401  0.11
H  1.72355  -3.21209  5.82153  0.09
H  2.01755  -0.21348  2.56940  0.07
H  3.38705  -1.15728  2.78684  0.09
H  2.86970  -0.00580  4.04667  0.10
H  -0.77814  -3.63130  0.90633  0.07
H  -1.64626  -4.55484  1.93794  0.10
H  0.03319  -5.04084  1.54224  0.09
C  6.03728  2.39538  -2.36343  -0.01
C  5.94606  2.94363  -0.91020  -0.42
C  5.98770  4.51036  -0.86828  -0.10
C  5.82012  5.01847  0.54725  -0.17
C  4.48780  4.63790  1.15979  -0.10
C  4.14158  3.11521  1.03413  -0.39
N  4.66264  2.48461  -0.29127  0.09
O  4.04148  1.41017  -0.71617  0.15
C  2.61303  2.97797  1.03306  -0.04
C  4.64775  2.17116  2.14752  0.01
C  7.16849  2.33753  -0.18354  0.01
H  7.02122  2.71302  -2.70501  0.11
H  5.16881  2.68485  -2.95435  0.09
H  6.04528  1.30678  -2.42378  0.08
H  5.26341  5.05109  -1.47852  0.14
H  6.99866  4.73273  -1.20936  0.14
H  5.98113  6.09608  0.54982  0.14
H  6.63078  4.55193  1.10867  0.11
H  3.73574  5.18364  0.58501  0.12
H  4.34768  5.07047  2.15031  0.14
H  2.23706  3.45241  0.12600  0.09
H  2.17412  3.53209  1.86199  0.10
H  2.40481  1.91000  1.06753  0.06
H  5.70304  2.26311  2.41276  0.09
H  4.60602  1.11085  1.90179  0.09
H  4.18157  2.53324  3.06372  0.11
H  8.14296  2.55563  -0.62079  0.12
H  7.02485  1.25831  -0.24009  0.10
H  7.33372  2.65633  0.84511  0.08
C  -6.16680  -4.25592  0.22627  -0.01
C  -6.10879  -2.73215  -0.10727  -0.39
C  -7.47923  -2.07076  0.22694  -0.14
C  -7.55247  -0.56762  0.39265  -0.14
C  -6.50477  -0.26244  1.50121  -0.12
C  -4.99446  -0.53825  1.17577  -0.37
N  -5.05959  -2.06201  0.74002  0.10
O  -4.02896  -2.74581  1.12114  0.17
C  -4.27670  -0.36052  2.50909  -0.03
C  -4.39927  0.33154  0.06210  0.01
C  -5.73305  -2.56639  -1.64433  0.03
H  -7.09536  -4.65453  -0.18253  0.11
H  -6.17820  -4.45406  1.29860  0.10
H  -5.37866  -4.90939  -0.14669  0.09
H  -7.93899  -2.63332  1.04146  0.14
H  -8.19893  -2.40877  -0.52210  0.14
H  -8.52987  -0.47636  0.87027  0.13
H  -7.67153  0.09605  -0.46302  0.13
H  -6.89491  -0.78811  2.37385  0.14
H  -6.72828  0.75918  1.81474  0.13
H  -4.54612  0.65725  2.78793  0.08
H  -3.19031  -0.46573  2.56444  0.07
H  -4.39796  -1.06718  3.33175  0.11
H  -5.05904  0.44332  -0.79995  0.09
H  -3.38978  0.01730  -0.20353  0.09
H  -4.35273  1.39909  0.28197  0.08
H  -5.59170  -1.51660  -1.90320  0.07
H  -6.61883  -2.81242  -2.23049  0.11
H  -4.91587  -3.18945  -2.00353  0.09
C  -3.20401  -1.17392  -5.02011  -0.07
C  -2.04246  -0.50136  -4.23841  -0.22
C  -1.50585  0.73602  -5.00334  -0.09
N  -0.46708  1.58716  -4.22326  -0.20
C  0.68360  0.75660  -3.66933  0.01
C  -1.12293  2.47852  -3.10484  -0.07
C  -1.73839  3.64267  -3.80588  -0.16
C  -0.92100  3.82086  -5.04943  -0.17
C  0.03110  2.67701  -5.21628  -0.07
H  -3.35485  -2.15072  -4.56251  0.07
H  -2.97000  -1.33444  -6.07390  0.09
H  -4.12310  -0.59811  -5.13223  0.08
H  -1.21644  -1.21079  -4.29216  0.08
H  -2.32350  -0.24113  -3.21777  0.10
H  -2.34765  1.36550  -5.28894  0.14
H  -1.00495  0.27361  -5.85292  0.14
H  1.37155  0.24745  -4.34227  0.11
H  0.29880  0.01858  -2.96466  0.08
H  1.25057  1.39571  -2.99228  0.09
H  -0.23349  2.77829  -2.55138  0.12
H  -1.82025  1.87216  -2.52881  0.13
H  -1.88283  4.51995  -3.17623  0.12
H  -2.71825  3.51098  -4.26799  0.13
H  -0.38739  4.77152  -4.99636  0.13
H  -1.52121  4.01627  -5.93806  0.14
H  1.03610  2.96999  -4.91335  0.13
H  0.08249  2.23671  -6.21053  0.14
C  -1.11245  2.54364  5.66821  -0.06
C  -1.86444  2.68072  4.31931  -0.21
C  -1.77137  4.06010  3.69047  -0.13
N  -2.29259  4.18546  2.24510  -0.22
C  -3.71050  3.51988  2.16695  0.05
C  -1.20351  3.62006  1.26387  -0.05
C  -0.86787  4.69252  0.22684  -0.15
C  -1.72445  5.88052  0.52944  -0.14
C  -2.44915  5.64798  1.86356  -0.08
H  -0.97722  1.53648  6.06283  0.07
H  -1.53622  3.17630  6.44702  0.09
H  -0.06228  2.79388  5.50544  0.08
H  -2.93220  2.46477  4.34577  0.10
H  -1.28029  2.02725  3.66776  0.09
H  -0.72611  4.33426  3.54203  0.13
H  -2.23841  4.87636  4.24137  0.14
H  -4.08359  3.87264  1.20492  0.11
H  -4.26937  4.02386  2.95293  0.13
H  -3.53226  2.45047  2.08276  0.06
H  -1.76250  2.78820  0.83560  0.10
H  -0.35880  3.18933  1.79664  0.10
H  -1.03534  4.51399  -0.83602  0.09
H  0.18896  4.96206  0.19860  0.11
H  -2.56065  5.88383  -0.17546  0.11
H  -1.28006  6.80540  0.16231  0.14
H  -3.51822  5.84827  1.83950  0.13
H  -1.96712  6.28022  2.60931  0.14

Atoms 1-2, force components in eV/Å:
N -0.960 1.487 0.841
O 0.209 -0.899 -0.256

Q: What is the formula in the second record?
A: C52H108N7O7

Q: The highest calculated total energy belongs to which entry?
A: C52H108N7O7

Q: Which of these has the lowest total charge?
A: C52H108F6N4O4

Q: Which of these has the highest frontier orbital gap?
A: C52H108N7O7